Computed, not measured: 2 unconnected molecules or ions with the total composition C5H14 in a non-equilibrium geometry, with ωB97M-V/def2-TZVPD.

Geometry (Å):
C -0.312 0.694 1.763
C 0.978 1.028 0.947
C 2.054 0.048 1.434
H -0.058 0.191 2.694
H -0.950 1.567 1.852
H -0.812 -0.099 1.198
H 1.206 2.081 1.078
H 0.780 0.962 -0.127
H 2.272 0.279 2.478
H 3.000 0.301 0.945
H 1.757 -0.992 1.339
C -0.533 -0.971 -2.117
C -1.943 -0.505 -1.848
H -0.325 -1.081 -3.183
H 0.261 -0.400 -1.659
H -0.345 -1.945 -1.672
H -2.197 -0.520 -0.778
H -2.166 0.544 -2.047
H -2.668 -1.184 -2.296

Its HOMO energy is -11.2030 eV. Its SMILES is CCC.CC. The strongest force on any atom comes out at 1.9 eV/Å. For the frontier orbital gap, the calculation gives 12.368 eV.

Computed, not measured: 11 unconnected molecules or ions with the total composition C38H59N5O18 in a non-equilibrium geometry, with ωB97M-V/def2-TZVPD.

Geometry (Å):
O 1.134 0.500 2.052
C 0.774 0.406 0.896
O 1.496 -0.038 -0.150
C 0.688 -0.294 -1.302
C -0.634 0.327 -0.851
O -0.476 0.733 0.485
H 1.218 0.189 -2.123
H 0.592 -1.370 -1.447
H -1.364 -0.479 -0.914
H -0.920 1.267 -1.324
O 1.577 -2.758 -3.179
C 2.268 -3.545 -3.786
O 3.323 -4.223 -3.301
C 4.028 -4.895 -4.351
C 3.068 -4.910 -5.499
O 2.034 -3.977 -5.041
H 4.915 -4.342 -4.660
H 4.345 -5.867 -3.973
H 2.618 -5.893 -5.637
H 3.453 -4.453 -6.410
O -4.666 -3.707 2.232
C -4.397 -3.718 1.042
O -5.286 -3.674 0.077
C -4.681 -3.344 -1.180
C -3.191 -3.664 -0.860
O -3.126 -3.714 0.556
H -5.122 -3.979 -1.948
H -4.925 -2.294 -1.337
H -2.612 -2.836 -1.268
H -2.835 -4.541 -1.400
O -5.764 -0.449 4.134
C -4.721 0.031 3.750
O -4.521 1.281 3.425
C -3.226 1.523 3.022
C -2.622 0.047 3.058
O -3.646 -0.676 3.597
H -3.055 1.874 2.004
H -2.676 2.189 3.687
H -1.702 0.097 3.641
H -2.370 -0.186 2.023
O -3.608 -0.305 0.002
C -4.062 0.761 -0.367
O -3.610 1.571 -1.237
C -4.221 2.888 -1.094
C -5.490 2.452 -0.411
O -5.141 1.260 0.225
H -3.577 3.489 -0.453
H -4.482 3.316 -2.062
H -6.336 2.429 -1.097
H -5.607 3.197 0.376
O 7.304 -1.544 -0.032
C 6.113 -1.866 -0.052
O 5.380 -2.051 1.082
C 4.034 -2.463 0.744
C 4.074 -2.444 -0.751
O 5.447 -2.319 -1.096
H 3.699 -3.395 1.200
H 3.342 -1.666 1.014
H 3.591 -1.582 -1.212
H 3.597 -3.360 -1.102
C 5.346 -0.214 4.622
C 4.039 -0.063 3.871
C 3.078 -1.273 4.074
C 2.589 -1.540 5.430
N 2.215 -1.675 6.519
H 5.337 -0.531 5.664
H 5.932 0.699 4.516
H 5.986 -0.972 4.170
H 4.329 0.044 2.826
H 3.591 0.887 4.161
H 3.638 -2.179 3.843
H 2.256 -1.276 3.358
C -2.266 3.206 -4.024
C -1.039 2.342 -4.364
C 0.375 2.948 -4.170
C 0.869 4.057 -5.024
N 1.232 4.928 -5.684
H -2.130 3.652 -3.039
H -3.114 2.523 -4.069
H -2.475 3.977 -4.765
H -1.159 1.980 -5.385
H -1.108 1.416 -3.795
H 1.147 2.240 -4.471
H 0.548 3.137 -3.110
C 0.114 2.472 4.802
C 0.022 1.377 5.949
C 0.459 1.810 7.342
C 1.898 1.889 7.410
N 3.073 2.002 7.530
H -0.630 3.249 4.982
H -0.091 2.104 3.797
H 1.055 3.013 4.695
H 0.546 0.466 5.661
H -1.019 1.086 6.092
H 0.101 1.037 8.022
H -0.026 2.720 7.695
C 5.737 3.752 0.519
C 5.563 2.191 0.782
C 4.216 1.658 0.428
C 3.729 2.019 -0.903
N 3.299 2.312 -1.975
H 5.123 4.399 1.144
H 5.573 4.072 -0.510
H 6.783 4.004 0.697
H 5.731 2.017 1.845
H 6.377 1.663 0.284
H 3.486 2.009 1.157
H 4.175 0.575 0.539
C -6.324 -0.183 -3.277
C -5.910 -1.082 -4.505
C -4.611 -0.585 -5.114
C -3.376 -0.813 -4.302
N -2.432 -0.999 -3.665
H -5.881 -0.390 -2.303
H -7.365 -0.383 -3.023
H -6.407 0.864 -3.567
H -6.742 -1.005 -5.206
H -5.737 -2.118 -4.215
H -4.680 0.492 -5.270
H -4.487 -1.011 -6.110

Its HOMO energy is -10.3139 eV. Its SMILES is O=C1OCCO1.O=C1OCCO1.O=C1OCCO1.O=C1OCCO1.O=C1OCCO1.O=C1OCCO1.CCCC#N.CCCC#N.CCCC#N.CCCC#N.CCCC#N. The strongest force on any atom comes out at 5.0 eV/Å. For the frontier orbital gap, the calculation gives 10.218 eV.

Computed, not measured: a molecular structure, C26H26F5GeO2SSbSe4Tc, with ωB97M-V/def2-TZVPD.

Geometry (Å):
Tc -0.216 1.655 -2.081
Se -4.005 2.466 0.763
Sb -4.827 4.646 0.691
Se -1.198 3.675 -1.757
Se -3.365 3.663 -2.711
Se -4.222 5.512 -1.630
C 0.905 3.883 3.401
C 1.114 2.842 2.311
S -0.453 2.268 1.662
O 0.065 1.019 0.831
C -1.235 1.476 3.073
C -0.388 0.452 3.802
H 1.872 4.302 3.672
H 0.464 3.452 4.299
H 0.275 4.705 3.058
H 1.666 1.965 2.645
H 1.617 3.254 1.436
H -2.133 1.031 2.640
H -1.570 2.303 3.705
H -0.064 -0.338 3.127
H -0.999 -0.009 4.578
H 0.481 0.899 4.286
F 2.454 1.711 -0.600
C 1.678 2.475 -1.442
F 1.830 3.769 -0.984
C 2.355 2.394 -2.834
F 3.535 1.835 -2.924
F 1.452 1.485 -3.537
F 2.318 3.506 -3.531
C -0.660 0.678 -0.430
Ge -0.008 -1.280 -0.616
C -0.578 -1.973 -2.332
C 0.089 -1.615 -3.507
C -0.369 -2.049 -4.742
C -1.503 -2.847 -4.815
C -2.170 -3.215 -3.656
C -1.708 -2.781 -2.419
C -0.965 -2.036 0.904
C -0.295 -2.884 1.785
C -0.940 -3.396 2.904
C -2.263 -3.064 3.156
C -2.947 -2.232 2.280
C -2.301 -1.725 1.161
C 1.909 -1.405 -0.339
C 2.734 -1.964 -1.313
C 4.104 -2.073 -1.107
C 4.664 -1.633 0.081
C 3.851 -1.095 1.070
C 2.486 -0.982 0.861
H -1.713 0.563 -0.162
H 0.981 -0.998 -3.468
H 0.158 -1.768 -5.644
H -1.864 -3.185 -5.777
H -3.050 -3.841 -3.713
H -2.235 -3.079 -1.520
H 0.740 -3.150 1.601
H -0.408 -4.057 3.576
H -2.766 -3.463 4.027
H -3.986 -1.986 2.461
H -2.863 -1.090 0.481
H 2.313 -2.339 -2.237
H 4.730 -2.510 -1.874
H 5.730 -1.719 0.244
H 4.284 -0.767 2.007
H 1.865 -0.565 1.643
O -2.672 0.388 -3.529
C -1.779 0.834 -2.990

Its HOMO energy is -10.8929 eV. The total charge is +1. The strongest force on any atom comes out at 0.1 eV/Å. For the frontier orbital gap, the calculation gives 6.498 eV.

Computed, not measured: 2 unconnected molecules or ions with the total composition C4H14N2O in a non-equilibrium geometry, with ωB97M-V/def2-TZVPD.

Geometry (Å):
C -1.618 -0.531 0.495
C -0.106 -0.340 0.544
C 0.622 -0.671 -0.735
C 0.526 -1.805 -1.392
N 1.445 0.403 -1.334
N -2.211 -0.595 1.870
H -2.096 0.295 -0.034
H -1.970 -1.355 -0.127
H -0.012 0.750 0.648
H 0.447 -0.646 1.428
H 1.011 -2.152 -2.299
H -0.118 -2.605 -1.038
H 0.929 1.254 -1.597
H 1.862 0.041 -2.196
H 2.157 0.845 -0.764
H -1.688 -0.115 2.603
H -3.151 -0.189 1.945
H -2.286 -1.576 2.158
H 1.050 3.534 0.456
H 2.242 2.682 0.617
O 1.377 2.668 0.175

Its HOMO energy is -18.5318 eV. The total charge is +2. The strongest force on any atom comes out at 2.2 eV/Å. For the frontier orbital gap, the calculation gives 11.870 eV.

Computed, not measured: a molecular structure, C27H29N7O3S3Sn, with ωB97M-V/def2-TZVPD.

Geometry (Å):
Sn 0.191 0.366 -1.203
N 0.313 0.575 2.200
N 1.501 0.097 2.776
C 2.695 0.452 2.224
N 3.729 -0.332 2.543
N 2.694 1.557 1.491
N 3.868 1.997 0.952
O 4.949 1.427 1.131
O 3.769 3.004 0.278
H -0.209 1.110 2.883
H -0.248 -0.230 1.939
H 1.439 -0.853 3.118
H 3.583 -1.171 3.075
H 4.637 -0.067 2.194
S -1.210 0.009 -3.219
C -2.851 -0.121 -2.577
C -3.896 -0.257 -3.496
C -5.208 -0.384 -3.079
C -5.504 -0.371 -1.721
C -4.481 -0.235 -0.801
C -3.150 -0.111 -1.209
S -1.926 0.042 0.051
H -3.658 -0.265 -4.553
H -5.997 -0.490 -3.812
H -6.527 -0.463 -1.381
H -4.699 -0.221 0.260
S -1.236 7.069 -0.629
C -0.826 5.359 -0.763
C 0.279 4.783 -0.146
C 0.535 3.443 -0.357
N -0.233 2.688 -1.149
C -1.288 3.238 -1.752
C -1.624 4.566 -1.583
C -0.582 7.506 0.958
C -0.885 6.792 2.111
C -0.377 7.246 3.316
N 0.369 8.342 3.443
C 0.639 9.022 2.334
C 0.199 8.645 1.071
H 0.941 5.358 0.487
H 1.377 2.954 0.120
H -1.877 2.581 -2.382
H -2.499 4.970 -2.072
H -1.500 5.902 2.074
H -0.590 6.704 4.231
H 1.249 9.910 2.451
H 0.469 9.224 0.198
C -6.125 -2.542 2.257
C -4.643 -2.742 2.115
C -4.091 -3.105 0.891
C -2.724 -3.245 0.725
C -2.200 -3.565 -0.652
C -1.874 -3.011 1.827
C -0.426 -3.074 1.578
O 0.443 -2.509 2.218
C -2.414 -2.673 3.079
C -1.601 -2.483 4.335
C -3.793 -2.545 3.193
H -6.670 -3.037 1.454
H -6.369 -1.477 2.219
H -6.487 -2.925 3.211
H -4.741 -3.256 0.038
H -3.032 -3.699 -1.341
H -1.601 -4.477 -0.669
H -1.587 -2.747 -1.037
H -0.124 -3.678 0.708
H -0.555 -2.732 4.209
H -2.017 -3.103 5.131
H -1.664 -1.446 4.671
H -4.213 -2.290 4.160

Its HOMO energy is -7.5834 eV. The strongest force on any atom comes out at 0.1 eV/Å. For the frontier orbital gap, the calculation gives 7.529 eV.

Computed, not measured: 2 unconnected molecules or ions with the total composition C5H10N4OS in a non-equilibrium geometry, with ωB97M-V/def2-TZVPD.

Geometry (Å):
C -3.021 -0.680 -1.524
C -1.151 -0.905 -0.477
C 3.366 -0.623 1.127
C -1.783 1.436 -0.737
C 3.516 0.151 0.143
N -2.964 -1.875 -1.026
N -1.763 -2.007 -0.346
N 0.153 -0.208 1.776
N -1.885 0.084 -1.181
O 0.830 0.759 -0.568
S 0.576 -0.529 0.025
H -3.942 -0.270 -2.035
H -0.148 0.878 1.736
H 3.862 -1.617 1.105
H 2.911 -0.358 2.194
H -0.965 2.020 -1.115
H -2.662 1.958 -0.971
H -1.652 1.407 0.346
H 3.921 -0.276 -0.825
H 3.512 1.244 0.178
H -0.712 -0.588 2.176

Its HOMO energy (spin up / spin down) is -5.2596 / -9.7525 eV. The strongest force on any atom comes out at 6.9 eV/Å. As for the expectation value of S²: 2.01. For the frontier orbital gap (spin up / spin down), the calculation gives 5.948 / 6.007 eV. As for the spin multiplicity: 3.

| no. | E (eV) |
| --- | --- |
| 1 | -5411.615 |
| 2 | -84665.480 |
| 3 | -382532.300 |
| 4 | -9385.656 |
| 5 | -83378.795 |
| 6 | -24181.105 |